(1)
DFT (ωB97M-V with the def2-TZVPD basis set) results for a cluster of 8 separate species, C35H72BBr2FN3O34P2S7 in total at a distorted geometry.

Structure (XYZ):
```
157
Properties=species:S:1:pos:R:3:forces:R:3
C 3.296467 -1.461788 0.146173 -2.4 0.7 1.0
C 1.858106 -1.291099 0.470978 1.6 -0.8 -0.3
C 1.175195 -0.170120 1.447182 0.4 1.7 -2.7
C 0.892755 -0.629099 2.998519 -2.0 0.4 -0.5
B 1.072044 -2.263272 2.888888 0.2 -4.6 -1.1
O -0.018034 -3.228417 2.495850 1.7 1.6 2.5
O 2.370816 -3.009015 3.085512 -2.3 1.6 -1.5
N 1.866786 -0.152852 4.104674 2.0 -1.7 1.1
C 3.326594 0.078943 3.697454 2.8 0.5 0.1
C 3.801635 1.625876 3.579875 1.4 0.8 0.0
C 4.413340 2.080959 2.116192 0.3 1.7 0.6
N 5.863709 1.606609 1.895910 -1.5 1.3 -0.8
C 1.314231 0.693804 5.279013 -1.5 2.0 -0.8
P 2.403252 0.375247 6.824231 2.2 -1.2 1.8
O 3.929892 1.226367 6.751719 -2.6 -0.3 0.7
Br 1.448234 1.276563 8.733084 0.3 -0.2 -1.5
C -0.257172 0.113487 5.255879 1.3 1.5 0.8
Br -1.176215 1.659990 6.224253 0.1 -1.0 -0.9
C -0.536747 -1.165050 6.212888 0.3 -1.4 0.0
C -2.082115 -1.438210 6.687572 -0.4 -2.1 -0.9
N -2.207135 -1.644109 8.212550 0.1 -1.3 -1.5
C -0.533787 0.008683 3.600986 -2.3 -0.1 0.4
C -1.917701 -0.868566 3.415685 0.0 -1.4 1.0
C -2.403266 -1.187381 1.897691 -0.9 0.1 0.9
P -4.240772 -0.548617 1.780295 -1.4 0.4 -4.9
O -4.549441 -0.358402 0.233455 0.8 -0.6 5.2
O -4.429590 1.051824 2.516944 -0.4 -3.8 0.7
C -5.253472 0.971650 3.735419 -1.8 1.1 2.2
C -5.279657 2.400993 4.598573 -0.2 -0.6 0.1
O -5.287284 -1.757928 2.518685 1.5 2.9 -1.7
C -6.680819 -1.612004 2.047036 -2.8 0.4 0.7
C -7.262188 -2.920369 1.234965 0.2 0.7 0.4
C -1.059897 1.454871 2.941222 0.1 1.1 -0.3
C 0.039547 2.658423 2.899963 -0.1 0.8 -2.3
C -0.021100 3.403666 1.400327 -0.2 -0.7 0.2
F -0.178311 3.759332 3.874625 0.7 -2.7 -1.6
H 3.888827 -0.597508 -0.401392 -0.7 -1.5 2.5
H 3.815622 -2.466809 0.518671 -1.2 1.8 -2.4
H 1.107227 -2.020471 -0.104034 1.6 0.7 2.5
H 1.853855 0.783176 1.446428 -1.2 -1.7 0.1
H 0.189076 0.154714 0.854231 1.9 -0.7 2.0
H -0.074640 -3.959306 3.202783 0.4 1.5 -1.8
H 2.497903 -3.649179 2.304278 -0.6 1.3 1.9
H 1.987537 -1.052005 4.669196 0.0 1.1 -0.8
H 3.635130 -0.470062 2.711555 -1.2 0.8 1.8
H 3.976290 -0.439536 4.555803 -1.5 1.2 -1.8
H 3.030147 2.441135 3.906896 1.2 -1.8 -0.6
H 4.723992 1.754675 4.329935 -2.2 -0.3 -1.6
H 3.728266 1.847150 1.201439 1.1 0.2 1.7
H 4.488853 3.271511 2.170521 -0.6 -2.5 -0.1
H 5.853760 1.197278 0.935697 0.4 0.3 1.4
H 6.449859 2.489920 1.819547 -0.9 -1.7 0.0
H 1.375928 1.857327 5.192591 -0.5 -2.2 -0.9
H 4.268019 1.433955 7.684912 -0.5 -0.4 -1.6
H 0.085769 -1.198238 7.228212 -1.1 0.7 -2.3
H -0.168366 -2.133146 5.618078 -0.8 1.9 1.1
H -2.377375 -2.508048 6.244070 0.6 2.3 0.3
H -2.882321 -0.703280 6.257744 1.8 -1.1 1.1
H -1.404608 -2.287402 8.484884 -1.3 1.0 -0.4
H -3.054594 -2.284725 8.281727 1.3 1.2 0.2
H -1.876855 -1.937566 3.946712 0.2 2.5 -1.0
H -2.757006 -0.273876 4.020345 2.0 -1.1 -1.4
H -2.444386 -2.340784 1.693444 0.1 2.3 0.4
H -1.818596 -0.659906 1.036818 -1.3 -0.9 1.7
H -6.396712 0.764607 3.477080 2.6 0.3 0.3
H -4.916816 0.140780 4.497143 -0.5 1.4 -1.7
H -4.313138 2.518507 5.268316 -1.9 -0.1 -1.7
H -6.190224 2.331238 5.357819 1.9 0.0 -1.7
H -5.485158 3.322444 3.903465 0.6 -1.8 1.3
H -6.859023 -0.588483 1.470308 0.6 -2.4 0.9
H -7.346860 -1.523094 3.034047 1.6 -0.1 -2.0
H -7.640907 -3.706790 2.030691 1.1 1.4 -1.8
H -8.229005 -2.598603 0.615850 2.4 -0.6 1.2
H -6.392752 -3.318108 0.549050 -2.0 0.6 1.3
H -1.376118 1.332401 1.794414 0.8 -0.1 2.6
H -2.069478 1.830235 3.456495 2.4 -1.0 -0.9
H 1.105393 2.180891 2.942195 -1.8 1.4 0.6
H -1.139754 3.710511 1.187945 2.3 -0.3 0.5
H 0.248127 2.598016 0.560573 -0.4 1.8 1.9
H 0.733671 4.317633 1.332416 -1.8 -2.0 0.2
C 7.810919 -0.184202 6.038441 0.1 0.3 -0.7
C 8.987735 0.761560 6.262848 0.4 -0.7 -0.2
O 8.528080 1.707331 7.225663 -1.2 -0.2 0.5
S 7.470511 0.972806 8.226885 0.7 -0.3 0.5
O 8.182004 0.574176 9.421038 -1.4 0.7 -1.5
O 6.254491 1.751725 8.258239 1.3 -0.7 0.3
O 7.211474 -0.357868 7.321289 0.3 0.8 0.8
H 7.066496 0.264025 5.372503 0.1 0.0 0.0
H 8.127865 -1.148370 5.631992 -0.1 0.1 0.3
H 9.297824 1.265827 5.344518 -0.2 0.1 0.3
H 9.843550 0.230597 6.692954 -0.1 0.0 -0.1
C -7.587457 2.543814 -0.761705 0.5 -0.3 0.5
C -7.097911 1.177732 -1.234871 0.6 0.6 -0.3
O -8.260386 0.352601 -1.259171 -1.2 0.6 0.2
S -9.555260 1.272294 -1.630511 0.0 -0.1 0.2
O -9.813266 1.137346 -3.046968 -0.1 0.2 1.6
O -10.568424 1.063195 -0.622455 1.1 0.1 -1.6
O -8.862024 2.725783 -1.376163 -0.5 -0.9 -0.5
H -7.727617 2.557906 0.323977 0.1 0.0 -0.1
H -6.906573 3.349026 -1.050329 -0.3 -0.1 -0.1
H -6.338737 0.754985 -0.572519 -0.2 -0.2 -0.1
H -6.701398 1.232596 -2.254233 0.0 0.0 0.1
C -10.943311 1.248338 -6.331879 0.1 0.5 0.7
C -12.296058 0.946464 -5.692608 0.5 -0.5 0.4
O -13.257629 1.210534 -6.711640 0.5 0.2 -1.2
S -12.599305 0.865560 -8.163545 -0.6 0.1 -0.2
O -13.022038 -0.463300 -8.546376 0.7 1.7 0.2
O -12.753391 2.018034 -9.020553 0.0 -1.7 1.0
O -11.045390 0.784398 -7.677068 -1.1 -0.2 -0.3
H -10.750853 2.325781 -6.356869 0.0 -0.1 0.1
H -10.121390 0.744612 -5.816146 -0.2 0.0 -0.2
H -12.487781 1.564263 -4.812075 -0.1 0.0 -0.3
H -12.375520 -0.111020 -5.419215 0.1 0.1 0.1
C 7.314367 1.483367 -3.739309 1.1 0.0 -0.6
C 8.241063 0.348779 -3.310748 -0.5 -0.2 -0.8
O 8.458214 0.550858 -1.916191 -0.9 0.9 1.1
S 7.120020 1.215957 -1.262506 0.8 0.4 -1.4
O 6.334777 0.157554 -0.667269 0.5 1.2 -0.3
O 7.506369 2.408419 -0.544751 -0.6 -1.7 -0.4
O 6.401557 1.659345 -2.657180 0.2 -0.7 1.6
H 7.869935 2.417388 -3.871584 0.0 -0.1 0.0
H 6.773515 1.249154 -4.660122 0.3 0.2 1.0
H 9.189061 0.357580 -3.853882 -0.1 0.1 0.3
H 7.757199 -0.625198 -3.439495 0.1 0.1 -0.1
C 13.647759 -2.113408 -5.030205 0.6 0.5 0.2
C 13.242850 -1.709173 -3.615156 0.4 -0.7 0.2
O 12.002518 -1.021972 -3.763845 -0.5 0.0 -1.1
S 11.190127 -1.661909 -5.025165 0.0 -0.3 -0.1
O 10.237993 -2.620214 -4.509198 0.9 1.4 -0.9
O 10.821931 -0.591238 -5.922102 0.1 -1.3 1.3
O 12.434564 -2.484918 -5.682379 -1.0 0.3 0.7
H 14.080980 -1.267169 -5.573110 0.0 -0.1 0.1
H 14.354205 -2.947785 -5.034985 -0.3 0.0 -0.1
H 13.985341 -1.065689 -3.137238 -0.3 0.1 -0.1
H 13.067810 -2.590096 -2.988524 0.1 0.1 -0.1
C -8.320616 -1.753246 -9.636779 -0.7 0.1 -0.3
C -9.141180 -1.396031 -8.400336 0.2 0.6 -0.3
O -9.109594 -2.562839 -7.581593 0.8 -0.8 -0.4
S -7.685464 -3.326703 -7.802481 0.0 -0.3 0.2
O -6.792897 -2.934983 -6.734301 -0.9 -0.8 -1.4
O -7.953869 -4.705736 -8.138085 0.5 1.7 0.7
O -7.232375 -2.541371 -9.157421 -0.1 -0.3 1.1
H -8.903221 -2.364809 -10.333276 0.0 0.1 0.1
H -7.949030 -0.865861 -10.156150 0.1 -0.2 0.2
H -10.170671 -1.126051 -8.647375 0.2 -0.3 0.2
H -8.675006 -0.578163 -7.840777 -0.1 0.0 -0.1
C 4.016177 0.018425 -8.568540 0.4 -0.5 -0.6
C 4.132356 -1.300275 -7.808769 -0.8 -0.1 -0.4
O 4.884146 -0.991125 -6.637438 0.3 1.3 0.3
S 4.553920 0.540724 -6.184873 -0.9 -0.3 -0.2
O 3.547695 0.497679 -5.147189 1.6 0.4 -1.2
O 5.801776 1.254093 -6.042169 -1.9 -0.8 -0.7
O 3.837221 1.020006 -7.568539 0.3 -0.4 1.3
H 4.939104 0.242073 -9.113275 -0.1 -0.1 0.0
H 3.173746 0.020539 -9.265376 0.1 0.2 0.3
H 4.632102 -2.075676 -8.394242 0.1 0.2 0.3
H 3.147835 -1.661023 -7.492683 0.1 0.0 -0.1
```
Forces are in eV/Å.

Computed properties:
HOMO ... -11.03 eV
LUMO ... -3.380 eV
Molar mass ... 1554.983 Da
HOMO-LUMO gap ... 7.651 eV
Net charge ... +1

Mulliken atomic charge list, values in e, 8 entries: C -0.55; C -0.44; C 0.66; C -0.43; B 0.51; O -0.64; O -0.73; N -0.37

***

(2)
DFT (ωB97M-V with the def2-TZVPD basis set) results for a structure of composition C22H65KN2O22S4 at a distorted geometry.

Structure (XYZ):
```
116
Properties=species:S:1:pos:R:3:forces:R:3
K -1.796376 3.657481 -2.339230 0.4 -0.7 0.6
C 0.678294 0.379071 0.001150 1.1 0.6 0.9
C -0.809826 0.555551 -0.236300 -0.1 0.2 1.4
C -1.548626 -0.402549 0.752500 -0.9 1.1 0.0
O -1.251236 1.891171 -0.126310 -0.1 -0.8 -0.1
H 1.081034 0.625191 0.983660 -0.8 0.6 0.8
H 1.268064 1.070161 -0.601070 -0.1 -0.4 -0.7
H 1.028524 -0.652959 0.019680 -0.1 -0.3 -1.1
H -0.949086 0.116561 -1.224230 -0.4 0.1 -0.7
H -2.628786 -0.347879 0.617010 -0.2 -0.6 -0.9
H -1.611326 0.026641 1.752480 1.1 0.0 0.5
H -1.204786 -1.436869 0.759710 0.0 0.0 0.0
C 1.347734 4.401961 0.099890 0.1 -1.2 -0.7
O 0.017704 4.658241 0.411600 -1.4 1.1 1.1
H 1.293724 4.392411 -0.988730 1.4 -0.1 -0.3
H 2.103844 5.070791 0.511050 -0.4 0.4 -0.1
H 1.545094 3.404351 0.492210 0.6 -0.1 -0.3
H -0.356096 3.797831 0.615510 -0.5 -0.5 -0.1
C -4.562686 1.289261 1.683730 -1.3 0.8 -1.4
O -3.974076 2.220481 0.782210 -0.4 0.4 0.7
H -5.607006 1.600091 1.713370 -0.2 -0.2 0.0
H -4.535826 0.340511 1.147770 0.0 -0.6 1.0
H -4.275906 1.318581 2.734910 0.8 -0.2 -0.2
H -3.093326 1.914401 0.553720 1.3 0.0 -0.4
C 4.308724 2.297061 0.040760 0.3 0.2 0.0
O 4.810504 3.298071 0.891420 0.1 1.0 0.2
H 3.804184 2.798041 -0.785420 -0.3 0.0 0.2
H 5.117544 1.739971 -0.432050 0.0 -0.5 0.2
H 3.611764 1.685421 0.613690 -0.1 -0.5 -0.4
H 5.454214 2.971451 1.524310 0.0 -0.3 -0.1
C -0.049136 -3.760749 -0.605010 0.8 -0.4 1.0
O -1.361326 -4.121599 -0.946070 -0.3 0.0 -0.6
H 0.227254 -4.081429 0.399420 -0.2 -0.3 0.3
H 0.640634 -4.317389 -1.239400 -0.2 0.3 -0.3
H 0.198914 -2.699519 -0.585990 -0.4 0.3 -0.6
H -2.006466 -3.903089 -0.269570 0.3 0.2 0.2
C -1.469176 3.796431 3.364550 0.3 0.4 0.5
O -0.942076 2.505091 3.164400 0.2 -0.5 0.2
H -1.070596 4.520611 2.654060 -0.3 0.0 -0.3
H -2.558476 3.765091 3.388180 -0.1 0.3 -0.1
H -1.090256 4.149671 4.323580 -0.2 -0.1 0.2
H -1.233796 2.205061 2.300420 0.1 -0.2 -0.7
O -2.916926 1.579191 -3.994500 -0.6 -0.7 -0.1
S -4.083096 0.718161 -3.944790 -1.7 -1.3 1.0
O -5.304846 1.115571 -4.644620 2.0 -0.8 0.9
O -3.547786 -0.791599 -4.471070 -0.7 2.1 0.7
C -4.450946 -1.924739 -4.337530 -0.2 -0.6 0.5
C -3.917226 -2.877739 -3.260530 -0.1 0.8 -0.3
C -4.493736 0.373491 -2.085670 1.1 -0.1 -1.5
H -4.566796 -2.385329 -5.318620 0.2 0.2 0.0
H -5.441226 -1.618149 -4.000700 -0.1 0.4 -0.3
H -2.859846 -3.103839 -3.398100 -0.1 -0.1 0.0
H -4.499536 -3.797119 -3.199310 0.0 0.0 -0.2
H -4.059176 -2.332269 -2.327570 0.3 -0.3 0.3
H -4.561216 1.316621 -1.543410 -0.2 0.1 -0.3
H -3.612076 -0.148569 -1.713880 0.1 0.1 -0.1
H -5.359546 -0.275419 -1.953780 -0.1 0.3 -0.4
O 0.308184 2.029231 -3.631150 0.5 -0.1 -0.4
S 0.940414 1.592601 -4.856580 -1.2 -1.4 -2.1
O 2.239824 2.022231 -5.276450 -0.5 -0.1 0.8
O 0.983874 -0.036559 -4.955510 1.2 2.2 0.4
C -0.183296 -0.805349 -4.680130 -0.4 0.4 -0.5
C 0.180264 -1.928959 -3.750010 -0.3 -0.9 0.1
C -0.206936 1.914481 -6.267430 0.9 0.9 1.3
H -0.546856 -1.088219 -5.668010 0.1 -0.8 0.0
H -0.976836 -0.133739 -4.352500 0.0 -0.2 0.8
H 0.690024 -1.626049 -2.835420 -0.5 0.5 0.0
H 0.841444 -2.698019 -4.149380 0.1 0.3 -0.6
H -0.723916 -2.489409 -3.512410 -0.1 0.1 0.4
H 0.315874 1.575821 -7.161900 -0.5 -0.4 0.1
H -0.267926 3.000921 -6.330820 0.1 0.1 0.0
H -1.215556 1.582071 -6.021880 0.2 -0.5 -0.3
O 3.120284 -4.496469 -3.768740 1.6 1.4 -1.2
S 3.978664 -3.531349 -4.466080 -0.1 1.5 1.0
O 4.024404 -3.436229 -5.920640 -0.5 0.1 2.4
O 3.545654 -1.985409 -3.863200 1.0 -1.3 -3.4
C 3.442754 -1.730309 -2.494380 0.1 -2.0 1.5
C 3.251974 -0.304969 -2.176640 -0.5 1.8 -0.9
C 5.751884 -3.651449 -3.894560 -0.8 -1.0 -1.0
H 4.340734 -2.103319 -2.001840 0.0 -0.3 0.3
H 2.570754 -2.316759 -2.204930 0.1 -0.1 0.8
H 2.338514 0.013641 -2.678820 0.0 0.3 0.0
H 4.051274 0.333081 -2.553630 0.2 -0.1 -0.2
H 3.117954 -0.013389 -1.134940 0.1 -0.8 0.1
H 6.349304 -2.744529 -3.987810 -0.7 0.4 0.6
H 6.214214 -4.262209 -4.670010 -0.3 -0.4 -0.1
H 5.783544 -4.235709 -2.974920 0.0 0.6 0.1
O 3.411684 2.728131 5.744450 0.2 -0.1 0.4
S 3.457224 1.359371 5.334650 -0.6 -2.1 -1.1
O 4.697144 0.561861 5.386130 -2.8 1.6 0.2
O 2.257324 0.479751 6.143310 2.1 1.0 -1.4
C 0.945144 1.019871 6.185270 -1.6 0.4 0.6
C 0.599834 1.366701 7.642140 -0.6 -0.1 -0.6
C 2.718664 1.296631 3.638220 0.2 0.0 0.9
H 0.242574 0.314571 5.741350 0.4 -0.8 0.5
H 0.654364 1.845831 5.536180 1.3 0.7 -0.1
H 0.317824 0.469361 8.192900 0.7 0.0 0.2
H -0.299976 1.979461 7.696530 -0.1 0.2 -0.3
H 1.400214 1.962251 8.081240 0.0 -0.4 0.2
H 2.672354 0.242261 3.365710 0.3 0.2 -0.2
H 3.262254 1.961941 2.967420 0.5 -0.4 0.1
H 1.713874 1.719111 3.636010 -0.1 -0.1 0.5
C -2.227226 -0.130799 4.731620 -0.8 -0.3 0.3
N -2.837786 -1.519119 4.952800 -0.1 -0.4 0.1
O -3.809286 -1.881359 4.303290 0.4 0.9 0.0
O -2.265436 -2.260089 5.731200 0.0 0.7 0.0
H -2.950476 0.546541 4.277520 0.1 -0.5 -0.4
H -1.344466 -0.319319 4.120650 -0.1 0.3 0.2
H -2.000836 0.315291 5.700060 0.3 -0.5 0.0
C -0.532206 -3.321999 3.436390 0.5 0.8 -0.6
N 0.720274 -2.562329 3.856790 -2.0 -1.2 2.8
O 0.651734 -1.892009 4.903860 0.2 -0.4 -2.1
O 1.699864 -2.904079 3.288940 2.2 0.5 -1.0
H -1.182686 -2.540339 3.043970 -0.6 -0.3 0.5
H -0.841916 -3.920309 4.293250 -0.4 0.5 -0.1
H -0.267986 -3.949819 2.585430 0.2 0.0 0.3
```
Forces are in eV/Å.

Computed properties:
HOMO ... -8.40 eV
LUMO ... -0.530 eV
Molar mass ... 877.120 Da
HOMO-LUMO gap ... 7.865 eV

Mulliken atomic charge list, values in e, 8 entries: K 1.03; C -0.68; C 1.72; C -0.23; O -0.85; H -0.18; H 0.25; H 0.15